#one
This record from the OMol25 dataset describes a 3-piece molecular cluster, C37H73BI2N2O5 overall. The level of theory is ωB97M-V/def2-TZVPD.

Properties
2S+1 ... 1
Charge ... 0
Orbital gap ... 0.294 hartree

XYZ file:
```
120
Properties=species:S:1:pos:R:3:lowdin_charge:R:1
I 0.690 -2.800 -0.724 0.893
I 1.419 -3.210 2.383 0.778
O -1.394 1.245 -2.572 -0.129
O -2.678 1.497 -6.798 -0.199
O -0.915 3.862 -10.242 -0.189
O 3.070 1.518 3.891 -0.216
O 6.730 0.842 6.461 -0.178
N 5.135 3.339 5.158 -0.051
N -0.855 0.944 -9.420 -0.050
C -3.313 -0.225 -4.302 -0.038
C 0.397 0.345 2.010 -0.131
C -1.892 -0.280 -4.392 -0.226
C -2.174 -3.773 5.534 -0.211
C -2.029 -0.485 -1.058 -0.057
C -2.403 2.799 -7.284 -0.088
C 7.233 1.904 5.672 -0.227
C -2.858 0.532 -7.822 -0.209
C 3.619 2.699 3.316 -0.206
C 6.462 3.221 5.770 -0.194
C -3.296 -2.484 -5.077 -0.113
C -2.210 -1.681 4.054 -0.207
C -1.131 0.973 -3.946 -0.150
C -4.010 -1.358 -4.655 -0.086
C -0.840 0.239 -1.700 -0.409
C 1.736 -1.097 0.140 -0.619
C -0.966 2.739 -11.115 -0.212
C 0.093 0.985 -0.704 -0.052
C 5.556 0.225 5.968 -0.096
C -0.640 1.463 2.330 -0.193
C -2.170 -2.215 5.520 -0.195
C 3.851 -2.308 0.892 -0.195
C -1.292 -4.323 6.693 -0.224
C -0.915 -6.682 7.691 -0.116
C 2.166 1.750 4.960 -0.105
C -1.578 0.052 -8.508 -0.187
C -1.002 -5.814 6.410 -0.270
C -3.433 0.520 4.202 -0.206
C -1.204 -1.384 -4.813 -0.053
C 0.347 4.097 -9.648 -0.114
C -3.148 1.484 3.027 -0.192
C -1.937 -2.525 -5.178 -0.084
C -2.090 0.993 2.020 -0.206
C -3.578 -0.962 3.789 -0.197
C 5.053 2.942 3.758 -0.213
C -1.658 1.545 -10.478 -0.215
C 2.541 -1.615 1.402 -0.755
B 0.714 0.115 0.471 -0.373
H -0.307 -7.577 7.522 0.064
H -2.075 -0.091 1.869 0.084
H -0.115 -1.345 -4.834 0.117
H -1.713 -4.148 4.611 0.094
H 1.470 2.560 4.727 0.089
H 2.492 -0.788 -0.594 0.071
H -0.466 -6.084 8.495 0.066
H 7.090 4.018 5.357 0.116
H 7.381 1.576 4.636 0.111
H -2.471 -1.156 -1.810 0.078
H -0.435 1.888 -0.373 0.102
H -3.051 -1.873 6.081 0.106
H -3.857 -3.385 -5.329 0.103
H 0.029 2.480 -11.491 0.121
H -1.814 -6.226 5.792 0.099
H 3.628 2.535 2.234 0.121
H 5.494 -0.771 6.408 0.091
H -1.577 1.800 -4.513 0.117
H 2.688 1.973 5.894 0.071
H 5.479 3.739 3.140 0.124
H -0.035 -0.601 2.378 0.058
H -1.933 -6.930 8.013 0.069
H -2.001 -2.457 3.310 0.091
H 4.669 0.774 6.292 0.068
H -1.775 -1.112 -0.199 0.039
H 1.595 0.833 5.114 0.093
H -1.840 0.793 -11.253 0.123
H 4.489 2.782 5.699 0.062
H -1.414 -0.926 3.978 0.081
H -4.401 0.829 4.630 0.104
H 1.333 0.608 2.538 0.087
H -2.988 3.042 -8.172 0.089
H -2.680 0.614 4.996 0.108
H -3.285 -0.339 -7.316 0.110
H 6.332 3.447 6.831 0.121
H -1.834 -4.171 7.638 0.111
H -3.201 -4.151 5.609 0.115
H -3.819 0.669 -3.949 0.128
H 4.237 -1.836 -0.016 0.073
H -2.630 1.896 -10.116 0.097
H -1.299 -1.824 6.062 0.100
H -2.663 3.510 -6.497 0.092
H -0.365 -3.738 6.752 0.107
H 5.572 0.119 4.881 0.086
H -1.394 -3.411 -5.499 0.105
H 5.610 2.021 3.552 0.098
H 4.568 -2.323 1.721 0.071
H 2.981 3.568 3.504 0.125
H -0.207 -0.442 -2.283 0.084
H -0.090 -5.898 5.804 0.103
H 8.234 2.099 6.066 0.121
H 3.604 -3.357 0.698 0.020
H 0.953 1.337 -1.308 0.121
H -4.090 1.650 2.485 0.107
H -0.421 2.375 1.764 0.106
H -0.051 0.873 -4.138 0.129
H -3.784 -1.087 2.715 0.103
H -2.853 2.465 3.430 0.110
H 0.535 3.423 -8.806 0.068
H -1.335 2.918 -7.477 0.069
H -4.370 -1.479 4.342 0.103
H -1.563 3.051 -11.976 0.121
H -2.806 0.257 -0.842 0.089
H -3.622 0.866 -8.534 0.115
H 0.346 5.115 -9.260 0.090
H -5.094 -1.384 -4.572 0.106
H -0.427 1.676 -8.872 0.061
H 2.803 -0.831 2.114 0.063
H -2.358 1.424 1.045 0.099
H -0.870 -0.223 -7.721 0.115
H -0.589 1.651 3.414 0.095
H 1.157 4.003 -10.377 0.089
H -1.808 -0.868 -9.055 0.118
```



#two
This record from the OMol25 dataset describes a 3-piece molecular cluster, C37H73BI2N2O5 overall. The level of theory is ωB97M-V/def2-TZVPD.

Properties
2S+1 ... 1
Charge ... 0
Orbital gap ... 0.276 hartree

XYZ file:
```
120
Properties=species:S:1:pos:R:3:lowdin_charge:R:1
I -3.241 1.460 2.275 0.672
I -0.356 0.490 2.965 0.763
O 10.926 -2.098 0.718 -0.196
O 6.724 -3.543 1.148 -0.219
O 2.960 -1.510 -0.368 -0.213
O -5.148 7.588 -2.499 -0.182
O -2.665 3.879 -2.615 -0.227
N -2.999 6.239 -4.504 -0.057
N 8.971 -2.197 3.045 -0.057
C -6.979 -1.845 0.769 -0.221
C 7.704 -2.871 3.354 -0.188
C -0.325 1.837 1.185 -0.607
C 3.316 -5.124 2.636 -0.064
C 7.745 -3.169 0.233 -0.093
C -4.624 -1.797 -0.490 -0.213
C -4.090 -3.238 -1.149 -0.206
C 11.262 -2.374 2.084 -0.198
C -1.573 0.870 -1.146 -0.144
C -1.433 -1.642 -2.075 -0.209
C -1.878 5.994 -3.592 -0.204
C -2.227 -2.637 -3.106 -0.202
C 0.708 -2.143 0.532 -0.082
C 1.759 -0.908 0.300 -0.352
C -1.439 -0.056 -2.492 -0.206
C -3.565 7.592 -4.442 -0.192
C -10.339 -0.586 2.663 -0.158
C 1.227 0.286 -0.689 -0.077
C -3.797 -2.925 -2.731 -0.223
C 3.645 -4.078 1.411 -0.018
C -8.715 -0.671 2.378 -0.278
C -3.588 3.111 -3.376 -0.110
C 3.434 -2.908 4.550 -0.063
C -1.623 4.487 -3.390 -0.191
C -6.259 -1.743 -0.709 -0.218
C -8.337 -0.869 0.783 -0.223
C -1.412 3.960 2.399 -0.203
C -4.952 6.293 -1.948 -0.095
C 3.762 -1.862 3.321 -0.031
C 10.108 -3.092 2.813 -0.207
C -1.693 2.734 1.297 -0.721
C 10.587 -0.742 0.461 -0.112
C -3.979 8.172 -3.073 -0.216
C 7.198 -3.989 2.419 -0.204
C 3.851 -2.490 1.799 -0.123
C 3.207 -4.501 4.155 -0.082
C 4.132 -1.460 0.520 -0.170
B -0.195 0.982 -0.243 -0.351
H -0.302 4.341 2.378 0.084
H -7.234 -2.968 1.034 0.124
H -6.646 -2.648 -1.365 0.112
H -10.758 -1.683 2.677 0.076
H 10.472 -3.461 3.782 0.122
H 10.644 -0.577 -0.617 0.091
H -8.309 -1.598 2.997 0.106
H -3.126 -3.541 -0.528 0.110
H -2.851 8.278 -4.913 0.114
H -2.219 4.785 2.201 0.080
H -4.170 -0.898 -1.125 0.096
H -2.405 0.129 -3.141 0.103
H 2.938 -5.242 5.028 0.073
H -5.753 6.104 -1.222 0.094
H 6.326 -4.440 2.907 0.105
H -10.842 -0.039 1.754 0.071
H -3.997 6.202 -1.430 0.084
H 1.102 -2.802 1.446 0.087
H -10.558 0.011 3.670 0.082
H -4.140 2.466 -2.688 0.093
H 11.279 -0.052 0.955 0.088
H 0.774 -2.861 -0.409 0.097
H 1.260 -0.123 -1.785 0.106
H 3.349 -2.473 5.636 0.079
H -0.973 6.457 -4.010 0.124
H -4.892 -4.079 -0.977 0.108
H 3.916 -0.690 3.465 0.100
H -1.914 1.949 -1.491 0.097
H 4.375 -0.362 0.879 0.135
H -6.592 -0.762 -1.300 0.112
H 8.609 -3.834 0.281 0.088
H -6.274 -1.402 1.592 0.097
H -2.166 -2.213 -4.216 0.120
H -2.063 3.209 0.293 0.091
H -0.383 -1.828 0.815 0.052
H 9.837 -3.952 2.206 0.090
H -1.682 3.490 3.462 0.042
H -0.702 4.375 -2.806 0.118
H 11.590 -1.472 2.617 0.119
H -4.238 9.225 -3.241 0.120
H -2.377 0.336 -0.449 0.078
H 7.332 -3.220 -0.781 0.092
H -4.278 -1.648 0.618 0.092
H 7.775 -3.271 4.373 0.116
H -5.054 5.546 -2.729 0.061
H -0.466 0.203 -3.095 0.113
H 8.826 -1.618 2.220 0.062
H -1.460 3.963 -4.341 0.124
H -1.661 -3.672 -3.124 0.112
H 6.938 -2.084 3.383 0.111
H -8.146 0.269 2.797 0.108
H -3.745 5.576 -4.304 0.064
H -8.109 0.170 0.242 0.117
H -1.763 -1.713 -0.955 0.088
H 8.027 -2.136 0.406 0.063
H 3.715 -4.448 0.290 0.115
H 9.567 -0.524 0.771 0.062
H 5.039 -1.960 -0.074 0.131
H 0.587 2.596 1.311 0.102
H 2.086 -0.382 1.319 0.106
H -2.049 6.420 -2.606 0.090
H -0.290 -1.985 -2.098 0.106
H -9.177 -1.399 0.155 0.112
H 12.119 -3.056 2.057 0.118
H 2.047 1.152 -0.639 0.132
H -4.313 3.749 -3.877 0.066
H -3.079 2.480 -4.110 0.088
H -4.455 7.581 -5.085 0.122
H -4.498 -2.054 -3.100 0.111
H 7.918 -4.803 2.299 0.110
H -4.103 -3.914 -3.326 0.113
H 3.129 -6.264 2.416 0.084
H -3.159 8.186 -2.350 0.108
```



Relative energies, unit kcal/mol: #one 0.0; #two 357.7



#one
This record from the OMol25 dataset describes a 2-piece molecular cluster, C3H4O2S overall. The level of theory is ωB97M-V/def2-TZVPD.

Properties
Structure (SMILES) ... O=C=C1CO1.S
2S+1 ... 1
Charge ... 0
Orbital gap ... 0.335 hartree

XYZ file:
```
10
Properties=species:S:1:pos:R:3:lowdin_charge:R:1
S -2.143 1.039 0.722 0.521
O 1.266 -0.732 0.911 0.014
O 2.200 1.405 -1.865 0.168
C 0.598 -1.463 -0.071 -0.101
C 1.116 -0.121 -0.322 -0.243
C 1.857 0.570 -1.127 -0.116
H -0.475 -1.569 0.050 0.095
H 1.128 -2.323 -0.469 0.120
H -2.184 2.341 0.962 -0.226
H -3.363 0.852 1.208 -0.232
```



#two
This record from the OMol25 dataset describes one molecule with the formula C3H4O2S. The level of theory is ωB97M-V/def2-TZVPD.

Properties
Structure (SMILES) ... O=C1CSCO1
2S+1 ... 1
Charge ... 0
Orbital gap ... 0.356 hartree

XYZ file:
```
10
Properties=species:S:1:pos:R:3:lowdin_charge:R:1
S 0.096 -0.117 1.590 0.823
O -0.157 1.179 -1.986 0.079
O 0.245 -0.904 -1.021 -0.064
C 0.011 1.158 0.287 -0.417
C -0.157 -1.526 0.279 -0.320
C -0.197 0.409 -1.011 -0.492
H 1.007 1.792 0.291 0.134
H -0.769 1.897 0.532 0.084
H -1.098 -1.949 0.143 0.057
H 0.680 -2.309 0.323 0.116
```



Relative energies, unit kcal/mol: #one 53.8; #two 0.0



#one
This record from the OMol25 dataset describes C3H4O2S as an isolated structure. The level of theory is ωB97M-V/def2-TZVPD.

Properties
2S+1 ... 1
Charge ... 0
Orbital gap ... 0.381 hartree

XYZ file:
```
10
Properties=species:S:1:pos:R:3:lowdin_charge:R:1
S 0.911 1.744 -0.510 0.808
O -0.912 0.451 0.917 -0.027
O 0.041 -1.089 2.373 0.147
C -0.352 0.377 -0.437 -0.600
C 0.324 -0.962 -0.224 -0.068
C -0.173 -0.700 1.266 -0.427
H 0.158 2.657 -0.844 -0.228
H -0.372 -1.670 -0.725 0.124
H -1.007 0.435 -1.384 0.140
H 1.382 -1.243 -0.431 0.130
```



#two
This record from the OMol25 dataset describes a 2-piece molecular cluster, C3H4O2S overall. The level of theory is ωB97M-V/def2-TZVPD.

Properties
2S+1 ... 1
Charge ... 0
Orbital gap (spin up / spin down) ... 0.260 / 0.307 hartree

XYZ file:
```
10
Properties=species:S:1:pos:R:3:lowdin_charge:R:1
S -1.555 -0.735 0.014 0.762
O -2.383 -1.002 1.157 -0.333
O -2.087 -0.956 -1.305 -0.334
C 1.197 -1.887 0.202 -0.037
C -0.942 1.046 0.142 -0.118
C 1.840 -2.881 0.009 -0.094
H -1.396 1.634 -0.645 0.056
H 0.135 1.021 0.021 0.043
H 2.593 -3.621 -0.070 -0.001
H -1.206 1.415 1.126 0.056
```



Relative energies, unit kcal/mol: #one 0.0; #two 129.2